61
Properties=species:S:1:pos:R:3:forces:R:3 method="wB97M-V/def2-TZVPD" charge=+2 e_tot_ev=-61768.6858 lumo_energy_ev="-7.756 / -7.602"
Mo -0.80475 2.25367 -0.09383 0.462 0.157 0.399
N -1.01370 4.52611 -0.22003 -0.041 0.017 -0.072
C -2.42729 4.93457 0.04975 0.021 0.002 0.022
C -3.34631 3.98370 -0.67989 -0.008 -0.009 -0.019
N -3.00281 2.59159 -0.27691 -0.015 0.012 0.020
H -0.39679 5.02362 0.41998 0.026 -0.022 -0.010
H -0.73652 4.84748 -1.14629 -0.003 -0.033 -0.002
H -2.60451 5.96587 -0.25286 0.001 -0.001 -0.003
H -2.58984 4.87113 1.12727 0.001 0.006 -0.001
H -3.20315 4.06448 -1.75806 -0.008 -0.003 0.000
H -4.38978 4.20973 -0.46376 -0.001 -0.008 -0.002
H -3.41795 1.89460 -0.90430 0.006 -0.006 0.052
H -3.43223 2.35657 0.62196 0.005 0.033 -0.011
C -3.69262 -2.69108 2.02396 0.001 0.003 -0.008
N -4.50346 -2.69443 0.81694 0.034 0.043 -0.010
C -5.50028 -3.60641 0.51315 -0.077 -0.019 -0.087
C -6.00403 -3.26524 -0.68983 -0.002 -0.072 0.091
N -5.30528 -2.14790 -1.09974 0.038 0.039 0.013
C -4.38621 -1.79732 -0.17897 -0.046 0.013 0.014
S -3.28379 -0.50626 -0.26228 0.067 -0.024 -0.050
H -3.97329 -3.54815 2.62867 -0.002 -0.003 -0.001
H -3.86455 -1.77489 2.58515 -0.004 0.003 0.001
H -2.63867 -2.75462 1.76018 -0.003 0.000 -0.003
H -5.75765 -4.40939 1.17986 -0.004 0.000 -0.006
H -6.78399 -3.71004 -1.27993 0.001 -0.003 0.006
H -5.43052 -1.64826 -1.96353 0.002 0.000 0.002
C 5.62198 -2.14290 0.47908 -0.006 -0.004 -0.007
C 4.67415 -0.98057 0.55889 0.017 -0.036 -0.005
C 4.13061 -0.57757 1.77317 -0.012 0.025 0.032
C 3.25814 0.49894 1.86532 -0.035 -0.038 -0.016
C 2.72908 0.91973 3.20912 0.004 -0.031 0.014
C 2.90806 1.15715 0.68031 0.017 -0.071 0.000
Te 1.55322 2.75992 0.85694 -0.522 -0.101 -0.343
C 3.46292 0.81202 -0.55730 -0.008 0.014 0.015
C 3.23510 1.56369 -1.84186 0.034 -0.006 -0.003
C 4.34014 -0.26666 -0.58434 -0.044 0.003 -0.022
H 5.76981 -2.60689 1.45220 -0.003 0.001 -0.004
H 6.59480 -1.82126 0.10552 0.003 0.003 0.003
H 5.24794 -2.90208 -0.21065 0.003 0.007 0.008
H 4.40363 -1.10630 2.67917 -0.002 0.008 -0.004
H 3.15799 0.30701 3.99968 -0.007 0.003 -0.009
H 1.64310 0.81873 3.26802 -0.023 0.002 -0.004
H 2.98610 1.95875 3.42942 0.001 0.009 0.005
H 2.46180 2.32468 -1.76849 -0.055 0.017 0.005
H 2.96055 0.88110 -2.64605 0.027 -0.009 -0.003
H 4.15581 2.06401 -2.14684 -0.007 0.007 0.014
H 4.78841 -0.54480 -1.53279 -0.008 0.004 -0.001
Cl 0.25387 -1.39641 1.68456 0.054 0.032 0.029
C 0.79870 -1.62071 0.06044 -0.024 -0.009 0.012
C 1.50880 -2.76074 -0.25914 0.017 -0.006 0.000
C 1.90926 -2.96916 -1.57146 0.005 0.005 0.001
C 1.59635 -2.05135 -2.56864 -0.006 -0.003 -0.005
C 0.89185 -0.91076 -2.24648 0.026 0.014 -0.010
C 0.49599 -0.67062 -0.92509 0.011 0.029 0.009
C -0.19851 0.54118 -0.59524 0.079 -0.011 -0.016
H 1.73706 -3.48128 0.51385 0.003 0.001 -0.003
H 2.45887 -3.86763 -1.81960 0.002 0.004 0.002
H 1.89565 -2.23379 -3.59124 0.000 -0.002 0.001
H 0.63560 -0.19246 -3.01622 0.007 0.003 0.003
H -0.90885 0.44959 0.35819 -0.048 -0.062 -0.040
H -0.66800 1.07830 -1.54910 0.048 0.076 0.006